(a)
The following is a DFT calculation (ωB97M-V with the def2-TZVPD basis set) of 2 unconnected molecules or ions with the total composition ClH4N2OP.

Each line ends with the Löwdin charge.
Atoms and positions in Å:
1 O -1.91775 -2.40922 -0.23614  -0.49
2 P -1.85966 -0.99995 -0.56309  0.73
3 N -3.21953 -0.39067 0.25976  -0.78
4 Cl -3.72499 1.20652 0.29843  0.52
5 H -4.00125 -0.97987 0.60241  0.05
6 N 0.31316 1.38889 0.59382  -0.04
7 H 0.97972 0.77294 1.19338  0.06
8 H -0.60552 1.34900 1.04040  -0.04
9 H 0.60623 2.35207 0.76430  0.00

HOMO-LUMO gap = 10.0143 eV
multiplicity = 1
LUMO energy = 0.023 eV

=====

(b)
The following is a DFT calculation (ωB97M-V with the def2-TZVPD basis set) of ClH4N2OP in the gas phase.

Each line ends with the Löwdin charge.
Atoms and positions in Å:
1 N 1.58217 -0.07576 -0.22721  -0.24
2 P 0.11997 0.63286 -0.73125  0.73
3 O -0.03144 1.80530 0.33650  -0.35
4 N -1.15666 -0.83086 0.02133  -0.65
5 Cl -2.70347 -0.04830 0.30643  0.39
6 H 1.67370 -0.87875 -0.88532  0.03
7 H 1.50165 -0.60247 0.69729  0.07
8 H 0.20322 1.44403 1.23528  0.08
9 H -1.18913 -1.44605 -0.75304  -0.06

HOMO-LUMO gap = 9.6132 eV
multiplicity = 1
LUMO energy = 0.656 eV

=====

Tell me which of them is the least stable. Sure, it is (b).

=====

(a)
The following is a DFT calculation (ωB97M-V with the def2-TZVPD basis set) of 14 unconnected molecules or ions with the total composition C6H43N2O13.

Each line ends with the Löwdin charge.
Atoms and positions in Å:
1 C 2.73369 3.13884 -0.29806  -0.02
2 C 1.57402 2.25311 -0.80266  -0.27
3 C 0.84190 1.46809 0.28884  -0.15
4 C -0.44537 2.03175 0.97697  -0.18
5 C -1.57580 2.20076 -0.00471  -0.21
6 C -2.42912 0.96708 -0.33262  -0.26
7 N -2.91773 0.35043 0.93945  0.01
8 N 2.23630 1.21816 -1.80972  0.15
9 H 2.35847 4.17100 -0.24503  0.09
10 H 2.97639 2.72775 0.69436  0.09
11 H 3.64999 3.21696 -0.87648  0.08
12 H 0.91018 2.72445 -1.53292  0.10
13 H 0.47781 0.53878 -0.20614  0.11
14 H 1.52635 1.20788 1.12221  0.12
15 H -0.18399 2.99437 1.39086  0.11
16 H -0.58573 1.31440 1.78197  0.10
17 H -1.06165 2.64711 -0.87725  0.08
18 H -2.34196 2.96464 0.23662  0.12
19 H -3.24865 1.33598 -0.96335  0.10
20 H -1.89347 0.21257 -0.93579  0.08
21 H -2.33623 -0.47757 1.05311  0.05
22 H -3.86847 0.01618 0.77518  0.07
23 H 3.20564 0.85112 -1.70235  0.17
24 H 2.25137 1.65405 -2.72822  0.13
25 H 1.87757 0.25807 -1.85261  0.08
26 H -3.18048 2.25120 -3.50152  0.04
27 H -3.18465 1.02677 -4.51572  0.04
28 O -3.23808 1.29293 -3.59629  -0.05
29 H 2.09251 -2.50008 -0.46882  0.00
30 H 0.74740 -3.11778 -0.75159  -0.01
31 O 1.59701 -2.95331 -1.18512  -0.07
32 H -1.51932 -1.02612 -3.21119  0.06
33 H -0.99472 -1.68158 -1.96460  0.02
34 O -0.69548 -1.11366 -2.70590  -0.07
35 H 1.61206 -1.46751 -2.75094  0.02
36 H 2.98784 -1.78158 -3.38006  0.07
37 O 2.50241 -1.11659 -2.88945  -0.06
38 H -3.20070 -0.66313 3.57194  0.04
39 H -3.19508 -0.10707 5.01630  0.06
40 O -3.10060 -0.91463 4.50614  -0.04
41 H -1.49946 -4.11022 -1.41872  0.08
42 H -1.00782 -3.47901 -0.04361  0.02
43 O -1.22456 -3.29991 -0.98067  -0.06
44 H 3.84432 -2.09734 0.89150  0.06
45 H 2.50629 -1.91568 1.60891  0.03
46 O 3.03130 -1.58624 0.81004  -0.10
47 H -0.57614 -3.87996 2.17951  0.09
48 H 0.18275 -2.69263 1.71711  0.04
49 O -0.73094 -3.03444 1.72767  -0.05
50 H -0.03225 0.63756 -3.09771  0.02
51 H -0.42062 2.08814 -3.71780  0.05
52 O 0.24628 1.54779 -3.29777  -0.05
53 H 1.01022 -0.39769 4.61391  0.04
54 H 0.38318 -1.74250 4.30630  -0.02
55 O 1.27466 -1.29436 4.38469  -0.09
56 H 1.71634 -3.13383 3.42653  0.06
57 H 2.66574 -3.96687 2.56390  0.10
58 O 2.03776 -3.23665 2.51764  -0.05
59 H -0.44910 4.81600 -3.04130  0.04
60 H -1.51174 5.01941 -1.90652  0.04
61 O -0.58200 4.87120 -2.08698  -0.05
62 H -1.73977 -2.29622 4.80558  0.05
63 H -1.12585 -2.29220 3.44180  0.01
64 O -0.96027 -2.63811 4.33116  -0.06

HOMO-LUMO gap = 9.7738 eV
multiplicity = 1
LUMO energy = -2.328 eV
net charge = +1

=====

(b)
The following is a DFT calculation (ωB97M-V with the def2-TZVPD basis set) of 14 unconnected molecules or ions with the total composition C6H43N2O13.

Each line ends with the Löwdin charge.
Atoms and positions in Å:
1 C -1.23599 0.91880 0.16401  -0.15
2 N 0.02626 0.16356 0.43277  -0.05
3 C 1.20761 0.99924 0.84349  -0.39
4 C 2.45101 0.13827 0.87435  -0.07
5 C 0.77474 1.50354 2.28182  -0.04
6 C -1.77058 0.85244 -1.34262  -0.06
7 N -1.86136 -0.57594 -1.91127  0.01
8 C -3.09175 -1.31100 -1.62722  -0.02
9 H -1.98520 0.39113 0.79864  0.13
10 H -1.13604 1.90537 0.59139  0.07
11 H -0.20345 -0.48610 1.17152  0.07
12 H 1.30176 1.82892 0.13776  0.11
13 H 3.09888 0.41206 1.69155  0.07
14 H 2.06857 -0.93643 0.82776  0.09
15 H 3.17731 0.28881 0.02961  0.05
16 H 0.02844 2.25942 2.14424  0.04
17 H 0.41190 0.67047 2.82964  0.04
18 H 1.68709 1.93978 2.74233  0.10
19 H -2.74757 1.33313 -1.30220  0.12
20 H -1.13616 1.48379 -1.95600  0.11
21 H -1.39754 -0.51469 -2.84633  0.11
22 H -1.10165 -1.02010 -1.33985  0.11
23 H -3.12219 -2.21724 -2.28578  0.11
24 H -4.04285 -0.76680 -1.82698  0.12
25 H -3.07388 -1.71400 -0.64897  0.06
26 H -1.20322 0.40439 4.76974  -0.01
27 H -0.53305 1.89427 4.79211  0.04
28 O -1.19244 1.29493 4.45956  -0.04
29 H -0.08642 -2.95673 -2.29193  0.00
30 H -0.43340 -4.36347 -1.83864  0.07
31 O -0.83761 -3.56833 -2.21984  -0.05
32 H -3.45501 -2.65756 3.31370  0.05
33 H -2.67677 -2.45414 2.06368  0.00
34 O -3.14952 -1.95024 2.73991  -0.05
35 H 1.25118 -0.80368 -1.42940  0.01
36 H 2.39550 -1.71352 -2.11635  0.04
37 O 1.49434 -1.63457 -1.83713  -0.04
38 H -1.29267 4.40228 1.41359  0.10
39 H -2.65948 4.43906 0.85244  0.05
40 O -1.79686 4.11865 0.58239  -0.07
41 H -0.03311 -1.63056 -4.56429  0.08
42 H 0.06504 -0.13300 -4.44083  0.05
43 O -0.55126 -0.85899 -4.30484  -0.03
44 H 5.07311 2.05762 0.00707  0.07
45 H 4.96792 1.65807 -1.45827  0.06
46 O 4.43138 1.86230 -0.68572  -0.05
47 H -0.93766 -2.10883 4.97100  0.08
48 H -1.28610 -1.15064 3.86734  0.02
49 O -0.51196 -1.50448 4.33597  -0.06
50 H 2.78322 1.92152 -1.84056  0.01
51 H 1.24232 2.31160 -2.31496  0.02
52 O 1.98683 1.72056 -2.31462  -0.03
53 H -0.76619 -2.88905 1.42256  0.02
54 H -0.64442 -2.60154 -0.12400  0.00
55 O -1.26194 -2.66576 0.60382  -0.08
56 H 1.46289 -3.92247 2.08892  0.06
57 H 0.67587 -2.88671 2.94325  0.03
58 O 0.93524 -3.12698 2.04792  -0.04
59 H 0.62048 5.07390 -1.10964  0.06
60 H -0.18124 3.90859 -0.82120  0.01
61 O 0.74608 4.11504 -1.05694  -0.06
62 H 2.95370 -0.92009 -3.64631  0.03
63 H 1.83594 0.17109 -3.33420  -0.02
64 O 2.24194 -0.39899 -3.99897  -0.07

HOMO-LUMO gap = 9.4726 eV
multiplicity = 1
LUMO energy = -2.137 eV
net charge = +1

=====

(c)
The following is a DFT calculation (ωB97M-V with the def2-TZVPD basis set) of 14 unconnected molecules or ions with the total composition C6H43N2O13.

Each line ends with the Löwdin charge.
Atoms and positions in Å:
1 C 0.57351 -2.46667 -1.36070  -0.16
2 N 0.53336 -1.03862 -1.71157  -0.05
3 C -0.84146 -0.55826 -1.71080  -0.23
4 C -0.89955 0.94750 -1.35593  -0.18
5 C -1.34148 1.86986 -2.53772  -0.23
6 C -2.82245 2.15833 -2.55984  -0.10
7 C 1.56159 -2.69863 -0.17615  -0.14
8 N 1.70576 -1.47616 0.67092  0.15
9 H -0.42374 -2.83735 -1.13329  0.11
10 H 1.00859 -3.05389 -2.17240  0.13
11 H 0.99468 -0.87005 -2.59273  0.12
12 H -1.42754 -0.66654 -2.60849  0.08
13 H -1.40362 -1.03406 -0.90897  0.08
14 H 0.11045 1.24165 -1.06384  0.08
15 H -1.57523 1.20209 -0.52317  0.06
16 H -0.61466 2.68420 -2.58567  0.11
17 H -1.05689 1.27948 -3.41691  0.08
18 H -3.48995 1.63418 -1.86135  0.07
19 H -3.21230 1.96445 -3.55885  0.07
20 H -3.15869 3.17139 -2.31336  0.08
21 H 1.46963 -3.64999 0.32296  0.11
22 H 2.49522 -2.68184 -0.74470  0.10
23 H 0.96725 -1.45445 1.35231  0.11
24 H 2.70871 -1.49873 1.03591  0.07
25 H 1.50034 -0.64442 0.10233  0.12
26 H -1.06644 4.25356 -0.71475  0.04
27 H -0.63701 4.85204 0.59641  0.06
28 O -0.28583 4.36958 -0.16230  -0.04
29 H 4.05733 0.10149 -1.55794  0.04
30 H 4.00336 -0.42744 0.03748  -0.02
31 O 4.05338 -0.57283 -0.89616  -0.04
32 H -0.12625 -4.06552 2.65307  0.06
33 H -0.32674 -2.48520 2.84215  0.00
34 O 0.03037 -3.19902 2.27419  -0.06
35 H 0.54718 1.63432 0.54257  0.02
36 H 0.94626 2.87866 0.91557  0.04
37 O 1.32546 1.99459 1.00171  -0.06
38 H -2.48419 -1.83059 0.73453  0.04
39 H -3.18049 -0.48828 0.56953  0.02
40 O -2.79985 -1.06903 1.23474  -0.04
41 H -1.67574 2.02107 1.41768  0.01
42 H -3.04610 1.81154 1.65481  0.06
43 O -2.50090 2.12525 0.91355  -0.07
44 H -1.31168 -0.49523 3.32842  0.03
45 H -1.89628 -1.69498 4.09766  0.06
46 O -1.08548 -1.20441 3.94199  -0.04
47 H -0.43009 2.60252 4.16920  0.06
48 H 0.39214 1.78825 3.36320  0.00
49 O -0.53384 2.12186 3.33270  -0.08
50 H 4.50980 -2.39284 0.78711  0.08
51 H 3.74801 -2.98225 1.98251  0.10
52 O 4.01978 -2.14486 1.58410  -0.01
53 H 3.26723 2.18162 0.74210  0.02
54 H 4.51701 2.28303 -0.11651  0.06
55 O 3.99408 1.64574 0.38294  -0.06
56 H -4.41921 -0.68730 -2.44702  0.04
57 H -3.65850 -1.04675 -1.25941  -0.02
58 O -4.27779 -1.44897 -1.87759  -0.03
59 H 2.10362 0.90611 2.91017  0.03
60 H 2.03245 0.19930 4.33081  0.07
61 O 1.56510 0.38476 3.51289  -0.04
62 H -0.79505 -0.42374 -4.74437  0.04
63 H -1.36494 -1.68091 -4.12234  0.04
64 O -0.57169 -1.33861 -4.54344  -0.04

HOMO-LUMO gap = 10.0259 eV
multiplicity = 1
LUMO energy = -2.356 eV
net charge = +1

=====

Tell me which of them is the least stable. Sure, it is (c).

=====

(a)
The following is a DFT calculation (ωB97M-V with the def2-TZVPD basis set) of 2 unconnected molecules or ions with the total composition C4H7N3O3.

Each line ends with the Löwdin charge.
Atoms and positions in Å:
1 O -2.31442 0.28244 -0.74032  0.06
2 C -1.20876 0.41656 -0.23264  -0.52
3 O -0.80145 1.61275 0.25105  0.09
4 C 0.00248 -0.35851 -0.78566  -0.17
5 N 0.35275 0.11968 -2.11870  0.11
6 C 1.58796 0.44269 -2.07276  -0.16
7 N 2.19914 0.26217 -0.84223  0.14
8 C 1.28281 -0.22916 0.04612  -0.42
9 O 1.47488 -0.50320 1.21298  0.08
10 H -1.48781 2.27425 0.09166  0.13
11 H -0.29439 -1.41755 -0.83293  0.17
12 H 2.16522 0.82933 -2.91300  0.13
13 H 3.15882 0.49374 -0.61672  0.16
14 N -1.59733 -0.71050 1.90970  0.07
15 H -2.03549 -1.60951 1.72352  0.05
16 H -0.70188 -0.84039 2.37936  0.03
17 H -2.22355 -0.10947 2.44468  0.05

HOMO-LUMO gap = 10.3181 eV
multiplicity = 1
LUMO energy = 0.671 eV

=====

(b)
The following is a DFT calculation (ωB97M-V with the def2-TZVPD basis set) of 2 unconnected molecules or ions with the total composition C4H7N3O3.

Each line ends with the Löwdin charge.
Atoms and positions in Å:
1 O -2.37761 0.88285 -0.46030  0.09
2 C -1.95030 -0.19222 -0.09660  -0.44
3 C -1.90359 -0.62275 1.35210  -0.13
4 N -0.60085 -1.08589 1.78321  0.07
5 C -0.15263 -2.16839 1.30121  -0.19
6 N -0.72084 -2.92707 0.27826  0.13
7 C -1.24485 -2.49067 -0.91591  -0.51
8 O -1.37273 -3.24643 -1.86104  0.08
9 N -1.57347 -1.14879 -1.04787  0.19
10 H -2.20702 0.23931 1.95397  0.12
11 H -2.65776 -1.42144 1.48124  0.14
12 H 0.77602 -2.59462 1.69321  0.13
13 H -0.40338 -3.88840 0.21639  0.15
14 H -1.77575 -0.88552 -2.00805  0.17
15 O 0.47294 1.86082 -0.46337  -0.06
16 H 0.25212 2.67431 -0.92691  0.04
17 H 0.33093 1.15392 -1.11953  0.03

HOMO-LUMO gap = 10.5908 eV
multiplicity = 1
LUMO energy = 0.503 eV

=====

Tell me which of them is the least stable. Sure, it is (a).

=====

(a)
The following is a DFT calculation (ωB97M-V with the def2-TZVPD basis set) of 2 unconnected molecules or ions with the total composition C15H18O.

Each line ends with the Löwdin charge.
Atoms and positions in Å:
1 C -0.02882 -2.38940 1.92323  -0.10
2 C -1.08646 -1.86468 0.95292  -0.20
3 C -1.52472 -0.38989 1.17148  -0.18
4 C -2.41844 0.21411 0.28284  -0.05
5 C -2.57121 1.62011 0.30009  -0.06
6 C -1.76146 2.41998 1.03553  -0.37
7 O -1.51043 3.75438 0.84366  0.04
8 C -0.91976 1.85294 2.01237  -0.03
9 C -0.75943 0.48141 2.05488  -0.02
10 H -0.16508 -3.38047 2.39505  0.08
11 H 0.25260 -1.74129 2.75404  0.05
12 H 0.88413 -2.47431 1.31891  0.07
13 H -0.79963 -2.07230 -0.08992  0.10
14 H -1.98024 -2.48182 0.84777  0.10
15 H -2.95858 -0.31652 -0.49898  0.12
16 H -3.48700 2.04558 -0.14304  0.12
17 H -2.34995 4.16573 0.59793  0.11
18 H -0.38957 2.49924 2.72103  0.13
19 H -0.22938 -0.04247 2.84757  0.09
20 C 3.51915 -1.06093 -1.04255  -0.07
21 C 2.22787 -0.39741 -1.50844  -0.29
22 C 1.29892 -1.06242 -2.29355  -0.07
23 C 0.12534 -0.40190 -2.62490  -0.09
24 C -0.20820 0.83531 -2.03502  -0.08
25 C 0.62505 1.34394 -1.02651  -0.06
26 C 1.92462 0.83247 -0.95446  -0.05
27 H 3.68058 -1.93121 -1.72517  0.07
28 H 3.41337 -1.53046 0.01184  0.10
29 H 4.48118 -0.55260 -1.15525  0.07
30 H 1.33937 -2.08576 -2.58959  0.10
31 H -0.46441 -0.59504 -3.51606  0.10
32 H -1.17143 1.31799 -2.18912  0.10
33 H 0.35392 1.97267 -0.21819  0.08
34 H 2.65811 1.41500 -0.46040  0.10

HOMO-LUMO gap = 9.1748 eV
multiplicity = 1
LUMO energy = 0.841 eV

=====

(b)
The following is a DFT calculation (ωB97M-V with the def2-TZVPD basis set) of 2 unconnected molecules or ions with the total composition C15H18O.

Each line ends with the Löwdin charge.
Atoms and positions in Å:
1 C -0.53676 -0.66585 -2.72706  -0.07
2 C -0.05249 -0.87201 -1.23857  -0.22
3 C 1.05014 -1.85287 -1.07596  -0.26
4 C 2.24479 -1.70587 -1.75902  -0.03
5 C 3.28729 -2.67088 -1.61235  -0.01
6 C 3.09570 -3.66717 -0.69081  -0.32
7 O 4.01388 -4.65195 -0.39063  0.02
8 C 1.87361 -3.88423 -0.01573  -0.01
9 C 0.87132 -3.00350 -0.28920  -0.04
10 H 0.21446 -1.09551 -3.37862  0.06
11 H -0.58888 0.37859 -2.99948  0.06
12 H -1.45829 -1.26203 -2.70114  0.08
13 H 0.35582 0.10832 -0.90168  0.10
14 H -0.89460 -0.89544 -0.56928  0.10
15 H 2.36241 -0.84439 -2.40163  0.11
16 H 4.24685 -2.48366 -2.07420  0.11
17 H 4.94258 -4.40338 -0.50737  0.11
18 H 1.80515 -4.73814 0.63606  0.12
19 H -0.12863 -3.15216 0.10999  0.11
20 C -4.32503 4.50858 1.80591  -0.05
21 C -2.94547 3.87010 1.62139  -0.28
22 C -2.49573 3.58139 0.31960  -0.06
23 C -1.38077 2.78086 0.09748  -0.07
24 C -0.84723 2.20521 1.25362  -0.12
25 C -1.16386 2.55339 2.54334  -0.08
26 C -2.28691 3.36600 2.72350  -0.06
27 H -4.75006 4.84699 0.85515  0.07
28 H -4.31450 5.45684 2.34528  0.07
29 H -4.90299 3.74377 2.30831  0.08
30 H -3.09442 3.98911 -0.48956  0.10
31 H -1.12890 2.45985 -0.90131  0.09
32 H 0.05400 1.61476 1.07745  0.09
33 H -0.62254 2.09522 3.35145  0.10
34 H -2.64309 3.70246 3.69026  0.11

HOMO-LUMO gap = 9.2012 eV
multiplicity = 1
LUMO energy = 0.863 eV

=====

Tell me which of them is the least stable. Sure, it is (a).